# 1
Formula: C4H8N2O
Source: the OMol25 dataset
Level of theory: wB97M-V/def2-TZVPD

Geometry as XYZ:
```
15
Properties=species:S:1:pos:R:3:lowdin_charge:R:1
C -1.734 0.141 0.814 -0.01
N -0.456 0.758 0.339 -0.01
C 0.400 0.036 -0.664 -0.30
C 1.545 -0.637 0.014 -0.27
O 2.240 0.309 0.841 -0.10
C -0.373 -0.602 -1.641 -0.31
N -1.062 -1.079 -2.459 0.10
H -1.516 -0.844 1.230 0.10
H -2.205 0.776 1.571 0.09
H -2.392 0.023 -0.048 0.09
H 0.181 0.947 1.124 0.15
H -0.646 1.658 -0.092 0.16
H 2.197 -1.065 -0.759 0.12
H 1.290 -1.444 0.718 0.11
H 2.545 1.005 0.240 0.09
```

Computed properties:
- Gap between HOMO and LUMO: 0.28025 Eh
- ΔE to the lowest compared entry with this formula, charge and spin: 3.514 eV
- HOMO level: -7.315 eV
- E: -9302.8789 eV



# 2
Formula: C4H8N2O
Source: the OMol25 dataset
Level of theory: wB97M-V/def2-TZVPD

Geometry as XYZ:
```
15
Properties=species:S:1:pos:R:3:lowdin_charge:R:1
C 0.473 -0.246 0.524 -0.34
C 1.033 -0.671 -0.843 -0.16
C 2.180 -0.268 -0.031 -0.04
C -1.351 0.357 0.333 -0.49
N -1.798 1.162 -0.699 0.14
O -0.011 0.999 0.826 -0.01
N -2.131 -0.455 0.909 0.14
H 0.502 -0.964 1.340 0.13
H -1.394 2.084 -0.708 0.10
H -2.806 1.204 -0.734 0.10
H -1.683 -1.191 1.433 0.05
H 0.906 -1.727 -1.051 0.11
H 0.720 -0.019 -1.649 0.11
H 2.549 0.740 -0.094 0.08
H 2.811 -1.004 0.442 0.07
```

Computed properties:
- Gap between HOMO and LUMO: 0.34323 Eh
- ΔE to the lowest compared entry with this formula, charge and spin: 4.553 eV
- HOMO level: -8.370 eV
- E: -9301.8406 eV



# 3
Formula: C4H8N2O
Source: the OMol25 dataset
Level of theory: wB97M-V/def2-TZVPD

Geometry as XYZ:
```
15
Properties=species:S:1:pos:R:3:lowdin_charge:R:1
C 0.040 1.453 -0.650 -0.03
C 0.094 0.037 -0.145 -0.43
C 0.302 -1.088 -1.064 -0.14
N 1.437 -0.675 -0.254 0.05
C -1.086 -0.304 0.964 -0.53
O -2.250 -0.251 0.656 0.08
N -0.404 -0.565 2.078 0.17
H 0.538 1.544 -1.623 0.08
H -1.011 1.720 -0.768 0.08
H 0.505 2.175 0.037 0.09
H -0.103 -2.058 -0.784 0.12
H 0.262 -0.844 -2.118 0.11
H 2.069 -0.098 -0.827 0.10
H 0.461 -0.244 1.518 0.12
H -0.853 -0.803 2.978 0.14
```

Computed properties:
- Gap between HOMO and LUMO: 0.38780 Eh
- ΔE to the lowest compared entry with this formula, charge and spin: 3.214 eV
- HOMO level: -9.566 eV
- E: -9303.1791 eV



# 4
Formula: C4H8N2O
Source: the OMol25 dataset
Level of theory: wB97M-V/def2-TZVPD

Geometry as XYZ:
```
15
Properties=species:S:1:pos:R:3:lowdin_charge:R:1
C 1.053 0.878 -0.820 -0.01
C -0.130 0.200 -0.180 -0.46
C -1.498 0.331 -0.713 -0.09
N -0.754 -0.925 -0.880 0.05
C -0.018 0.079 1.330 -0.51
O -0.007 1.066 2.046 0.06
N 0.093 -1.203 1.740 0.18
H 0.835 1.145 -1.860 0.08
H 1.308 1.779 -0.258 0.09
H 1.921 0.205 -0.813 0.09
H -2.342 0.258 -0.032 0.11
H -1.645 0.983 -1.571 0.11
H -0.394 -0.982 -1.831 0.10
H -0.036 -1.910 1.032 0.09
H 0.090 -1.443 2.718 0.11
```

Computed properties:
- Gap between HOMO and LUMO: 0.38898 Eh
- ΔE to the lowest compared entry with this formula, charge and spin: 1.247 eV
- HOMO level: -9.587 eV
- E: -9305.1464 eV



# 5
Formula: C4H8N2O
Source: the OMol25 dataset
Level of theory: wB97M-V/def2-TZVPD

Geometry as XYZ:
```
15
Properties=species:S:1:pos:R:3:lowdin_charge:R:1
N -2.163 0.108 -0.555 0.06
C 0.002 0.805 0.159 -0.42
O -0.224 1.982 0.092 0.07
C 0.187 -0.204 1.310 -0.10
N 1.007 -1.080 0.428 -0.03
C 2.062 -0.246 -0.143 -0.11
C 0.714 -0.225 -0.746 -0.19
H -2.475 1.044 -0.794 0.05
H -2.931 -0.425 -0.168 0.05
H 0.667 0.135 2.232 0.12
H -0.737 -0.738 1.542 0.11
H 2.363 0.657 0.383 0.12
H 2.868 -0.787 -0.628 0.11
H -1.840 -0.338 -1.403 0.04
H 0.500 -0.687 -1.709 0.13
```

Computed properties:
- Gap between HOMO and LUMO: 0.37315 Eh
- ΔE to the lowest compared entry with this formula, charge and spin: 3.518 eV
- HOMO level: -9.235 eV
- E: -9302.8754 eV



# 6
Formula: C4H8N2O
Source: the OMol25 dataset
Level of theory: wB97M-V/def2-TZVPD

Geometry as XYZ:
```
15
Properties=species:S:1:pos:R:3:lowdin_charge:R:1
N 1.162 0.051 -1.251 0.16
C 1.601 -0.161 0.017 -0.53
O 2.753 0.082 0.339 0.03
C 0.688 -0.825 1.064 -0.13
N -0.787 -0.972 1.088 -0.07
C -1.595 0.206 0.750 -0.09
C -1.633 -0.720 -0.135 -0.06
H 1.836 0.422 -1.905 0.11
H 0.211 -0.082 -1.546 0.06
H 1.090 -1.840 1.155 0.12
H 0.975 -0.337 2.004 0.12
H -1.913 1.130 1.206 0.10
H -1.082 2.499 -0.779 0.05
H -2.122 -1.281 -0.923 0.10
H -1.184 1.828 -1.084 0.02
```

Computed properties:
- Gap between HOMO and LUMO: 0.33978 Eh
- ΔE to the lowest compared entry with this formula, charge and spin: 5.499 eV
- HOMO level: -8.420 eV
- E: -9300.8944 eV



# 7
Formula: C4H8N2O
Source: the OMol25 dataset
Level of theory: wB97M-V/def2-TZVPD

Geometry as XYZ:
```
15
Properties=species:S:1:pos:R:3:lowdin_charge:R:1
C -2.737 -0.797 0.912 -0.17
C 0.886 0.410 -0.420 -0.17
O -1.488 -0.701 1.560 -0.13
H -3.181 -1.772 1.039 0.07
H -2.634 -0.602 -0.184 0.08
H -3.381 -0.034 1.358 0.08
H 0.854 0.558 0.667 0.12
H -0.951 -1.463 1.319 0.07
H -0.134 0.405 -0.807 0.11
C 1.727 1.485 -1.088 -0.25
N 2.884 1.841 -0.779 0.11
C 1.511 -0.859 -0.700 -0.26
N 2.058 -1.828 -0.954 0.16
H 3.316 1.356 0.006 0.06
H 1.270 2.000 -1.929 0.11
```

Computed properties:
- Gap between HOMO and LUMO: 0.40323 Eh
- ΔE to the lowest compared entry with this formula, charge and spin: 2.578 eV
- HOMO level: -10.391 eV
- E: -9303.8155 eV



# 8
Formula: C4H8N2O
Source: the OMol25 dataset
Level of theory: wB97M-V/def2-TZVPD

Geometry as XYZ:
```
15
Properties=species:S:1:pos:R:3:lowdin_charge:R:1
C -1.994 -0.480 0.403 -0.07
C 0.063 0.448 -0.277 -0.36
C 0.021 1.748 -0.223 0.09
C 1.325 -0.253 -0.077 -0.48
H -2.897 -0.533 -0.221 0.08
H -1.880 -1.556 0.970 0.14
H -1.967 0.319 1.165 0.09
H 0.730 2.455 0.038 0.05
H -0.971 2.201 -0.626 0.13
H 0.609 -2.030 -0.672 0.07
H 2.187 -2.041 -0.237 0.09
H 2.052 1.355 0.186 0.03
N 1.310 -1.598 -0.166 0.16
N 2.367 0.373 0.312 0.12
O -0.955 -0.407 -0.574 -0.13
```

Computed properties:
- Gap between HOMO and LUMO: 0.35437 Eh
- ΔE to the lowest compared entry with this formula, charge and spin: 3.016 eV
- HOMO level: -8.831 eV
- E: -9303.3775 eV



# 9
Formula: C4H8N2O
Source: the OMol25 dataset
Level of theory: wB97M-V/def2-TZVPD

Geometry as XYZ:
```
15
Properties=species:S:1:pos:R:3:lowdin_charge:R:1
N -0.325 -1.723 -1.182 0.18
C -0.644 -0.448 -1.524 -0.53
O -0.979 -0.136 -2.650 0.05
C -0.608 0.631 -0.441 -0.08
N -0.213 0.272 0.916 -0.17
C 0.360 1.303 1.960 -0.09
C 1.219 0.285 1.289 -0.22
H -0.335 -2.418 -1.910 0.11
H 0.022 -1.984 -0.275 0.09
H 0.076 1.409 -0.790 0.14
H -1.608 1.074 -0.413 0.14
H 0.432 2.242 1.383 0.02
H -0.809 -0.407 1.371 0.15
H 1.850 0.487 0.416 0.11
H 1.562 -0.589 1.850 0.09
```

Computed properties:
- Gap between HOMO and LUMO: 0.30025 Eh
- ΔE to the lowest compared entry with this formula, charge and spin: 4.029 eV
- HOMO level: -7.649 eV
- E: -9302.3646 eV



# 10
Formula: C4H8N2O
Source: the OMol25 dataset
Level of theory: wB97M-V/def2-TZVPD

Geometry as XYZ:
```
15
Properties=species:S:1:pos:R:3:lowdin_charge:R:1
N -1.205 -0.858 0.503 0.09
C -0.719 0.561 0.173 -0.37
C 0.249 0.190 -0.935 -0.20
C 1.619 -0.048 -0.360 -0.31
O 1.503 -1.074 0.652 -0.12
C -1.870 1.348 -0.267 -0.19
N -2.787 1.969 -0.603 0.15
H -0.500 -1.279 1.117 0.11
H -2.166 -0.996 0.825 0.13
H -0.319 0.993 1.099 0.14
H 0.274 0.912 -1.753 0.08
H -0.788 -1.101 -0.584 0.17
H 2.066 0.842 0.130 0.11
H 2.316 -0.365 -1.150 0.11
H 2.327 -1.094 1.153 0.09
```

Computed properties:
- Gap between HOMO and LUMO: 0.30111 Eh
- ΔE to the lowest compared entry with this formula, charge and spin: 4.484 eV
- HOMO level: -7.561 eV
- E: -9301.9092 eV



# 11
Formula: C4H8N2O
Source: the OMol25 dataset
Level of theory: wB97M-V/def2-TZVPD

Geometry as XYZ:
```
15
Properties=species:S:1:pos:R:3:lowdin_charge:R:1
C -2.434 -0.277 -0.037 -0.09
N -1.133 -0.217 -0.653 -0.02
C 0.005 0.088 0.025 -0.41
N 0.195 0.274 1.277 0.15
C 1.201 0.205 -0.913 -0.37
O 1.003 0.366 -2.102 0.08
C 2.569 0.070 -0.314 -0.02
H -3.183 -0.427 -0.817 0.08
H -2.677 0.648 0.503 0.09
H -2.506 -1.118 0.665 0.09
H -1.049 -0.159 -1.658 0.12
H -0.676 0.206 1.806 0.04
H 2.691 -0.961 0.037 0.09
H 3.321 0.290 -1.074 0.08
H 2.678 0.713 0.561 0.08
```

Computed properties:
- Gap between HOMO and LUMO: 0.36707 Eh
- ΔE to the lowest compared entry with this formula, charge and spin: 1.060 eV
- HOMO level: -9.280 eV
- E: -9305.3336 eV



# 12
Formula: C4H8N2O
Source: the OMol25 dataset
Level of theory: wB97M-V/def2-TZVPD

Geometry as XYZ:
```
15
Properties=species:S:1:pos:R:3:lowdin_charge:R:1
C -0.355 -1.873 0.503 -0.01
C -0.648 0.722 -0.363 -0.49
C -0.289 -0.663 -0.342 -0.23
N -1.010 1.671 0.594 0.12
N 1.940 0.392 -0.088 0.06
C 0.758 0.265 -0.873 -0.21
O -1.443 -0.011 -1.264 0.02
H -1.152 2.583 0.169 0.09
H -1.866 1.406 1.074 0.09
H 1.729 0.640 0.872 0.08
H 2.586 1.069 -0.474 0.08
H 0.903 0.346 -1.945 0.14
H -0.498 -1.618 1.556 0.08
H 0.555 -2.460 0.397 0.08
H -1.209 -2.471 0.183 0.09
```

Computed properties:
- Gap between HOMO and LUMO: 0.34044 Eh
- ΔE to the lowest compared entry with this formula, charge and spin: 4.123 eV
- HOMO level: -8.331 eV
- E: -9302.2701 eV



# 13
Formula: C4H8N2O
Source: the OMol25 dataset
Level of theory: wB97M-V/def2-TZVPD

Geometry as XYZ:
```
15
Properties=species:S:1:pos:R:3:lowdin_charge:R:1
C 0.181 1.643 -0.200 -0.11
N -0.117 0.279 -0.543 -0.17
C -2.005 -0.374 0.361 -0.44
N -1.733 -1.556 0.248 0.14
C 0.868 -0.757 -0.397 -0.23
C 1.954 -0.659 0.352 0.00
O -2.388 0.705 0.580 0.13
H 0.264 -1.748 -0.500 0.12
H -2.243 -2.344 0.590 0.08
H -0.375 0.069 -1.524 0.14
H 0.971 2.076 -0.826 0.09
H -0.727 2.236 -0.304 0.08
H 0.494 1.676 0.843 0.09
H 2.289 0.273 0.774 0.04
H 2.569 -1.520 0.547 0.04
```

Computed properties:
- Gap between HOMO and LUMO: 0.35252 Eh
- ΔE to the lowest compared entry with this formula, charge and spin: 2.763 eV
- HOMO level: -8.699 eV
- E: -9303.6299 eV



# 14
Formula: C4H8N2O
Source: the OMol25 dataset
Level of theory: wB97M-V/def2-TZVPD

Geometry as XYZ:
```
15
Properties=species:S:1:pos:R:3:lowdin_charge:R:1
C 0.777 -0.673 0.013 -0.40
C -0.060 -1.691 -0.766 -0.05
N -0.740 2.525 -0.600 0.09
C 0.549 -0.792 1.505 -0.26
C -0.444 1.308 -0.096 -0.32
N 0.584 0.670 -0.475 0.04
O 0.166 -1.771 2.083 0.06
H 1.844 -0.903 -0.136 0.14
H -1.423 3.116 -0.156 0.09
H -0.058 2.949 -1.196 0.09
H -1.188 0.925 0.620 0.14
H 0.796 0.140 2.052 0.12
H 0.055 -2.681 -0.320 0.08
H 0.259 -1.718 -1.807 0.08
H -1.116 -1.405 -0.722 0.08
```

Computed properties:
- Gap between HOMO and LUMO: 0.37006 Eh
- ΔE to the lowest compared entry with this formula, charge and spin: 1.532 eV
- HOMO level: -9.146 eV
- E: -9304.8609 eV



# 15
Formula: C4H8N2O
Source: the OMol25 dataset
Level of theory: wB97M-V/def2-TZVPD

Geometry as XYZ:
```
15
Properties=species:S:1:pos:R:3:lowdin_charge:R:1
N -1.257 0.824 -0.546 0.02
C -1.430 0.703 0.764 -0.65
O -2.317 1.082 1.523 -0.01
C -0.263 -0.089 1.435 -0.04
N 0.761 -0.417 0.459 -0.03
C 1.677 0.209 -0.495 -0.03
C 1.098 -1.149 -0.515 -0.04
H -2.053 1.326 -0.937 0.06
H -0.602 -0.283 -1.617 0.06
H 0.192 0.508 2.227 0.13
H -0.638 -1.025 1.854 0.13
H 1.234 0.955 -1.154 0.10
H 2.694 0.361 -0.144 0.11
H -0.144 -0.829 -2.019 0.06
H 1.048 -2.178 -0.836 0.13
```

Computed properties:
- Gap between HOMO and LUMO: 0.30108 Eh
- ΔE to the lowest compared entry with this formula, charge and spin: 5.999 eV
- HOMO level: -8.359 eV
- E: -9300.3946 eV



# 16
Formula: C4H8N2O
Source: the OMol25 dataset
Level of theory: wB97M-V/def2-TZVPD

Geometry as XYZ:
```
15
Properties=species:S:1:pos:R:3:lowdin_charge:R:1
O 2.783 -0.414 -0.319 0.03
C 1.578 -0.262 -0.201 -0.58
N 0.715 -1.302 0.082 0.06
C -0.698 -1.157 -0.219 -0.20
C -1.192 0.101 0.484 -0.17
C -0.392 1.321 0.016 -0.19
N 0.971 0.962 -0.350 0.07
H 1.149 -2.202 -0.057 0.14
H -0.883 -1.086 -1.303 0.12
H -1.227 -2.039 0.153 0.12
H -1.081 -0.042 1.564 0.12
H -2.254 0.267 0.273 0.11
H -0.379 2.078 0.810 0.11
H -0.882 1.774 -0.855 0.11
H 1.631 1.706 -0.516 0.14
```

Computed properties:
- Gap between HOMO and LUMO: 0.37759 Eh
- ΔE to the lowest compared entry with this formula, charge and spin: 0.085 eV
- HOMO level: -9.418 eV
- E: -9306.3079 eV



# 17
Formula: C4H8N2O
Source: the OMol25 dataset
Level of theory: wB97M-V/def2-TZVPD

Geometry as XYZ:
```
15
Properties=species:S:1:pos:R:3:lowdin_charge:R:1
O 2.949 -0.351 -0.087 0.08
C 1.765 -0.118 0.029 -0.52
N 0.822 -1.202 0.057 0.07
C -0.454 -1.222 0.415 -0.07
C -0.969 0.168 0.700 -0.22
C -0.227 1.316 0.023 -0.18
N 1.204 1.104 0.188 0.08
H 1.295 -2.085 -0.118 0.14
H -2.355 -1.717 -1.786 0.04
H -1.954 -1.878 -1.173 -0.01
H -0.904 0.264 1.795 0.12
H -2.036 0.207 0.456 0.09
H -0.491 2.277 0.475 0.12
H -0.492 1.365 -1.043 0.12
H 1.848 1.872 0.069 0.15
```

Computed properties:
- Gap between HOMO and LUMO: 0.33976 Eh
- ΔE to the lowest compared entry with this formula, charge and spin: 3.040 eV
- HOMO level: -8.513 eV
- E: -9303.3536 eV



# 18
Formula: C4H8N2O
Source: the OMol25 dataset
Level of theory: wB97M-V/def2-TZVPD

Geometry as XYZ:
```
15
Properties=species:S:1:pos:R:3:lowdin_charge:R:1
N -0.594 -0.389 -2.622 0.10
C 0.068 0.423 -1.819 -0.19
O -0.835 1.220 -1.183 -0.11
C -0.414 1.112 0.179 -0.25
N -0.291 -0.268 0.652 -0.10
C 0.183 -0.380 2.024 -0.15
C 1.047 -0.790 0.893 -0.16
H -1.604 -0.371 -2.730 0.11
H -0.089 -1.196 -2.938 0.09
H 0.526 1.668 0.302 0.12
H -1.239 1.557 0.726 0.13
H 0.456 0.541 2.542 0.10
H -0.314 -1.121 2.647 0.10
H 1.898 -0.158 0.643 0.10
H 1.201 -1.848 0.686 0.10
```

Computed properties:
- Gap between HOMO and LUMO: 0.35746 Eh
- ΔE to the lowest compared entry with this formula, charge and spin: 4.336 eV
- HOMO level: -8.487 eV
- E: -9302.0568 eV



# 19
Formula: C4H8N2O
Source: the OMol25 dataset
Level of theory: wB97M-V/def2-TZVPD

Geometry as XYZ:
```
15
Properties=species:S:1:pos:R:3:lowdin_charge:R:1
C 0.505 1.502 -0.786 -0.06
C 0.331 0.101 -0.259 -0.27
O 1.821 -0.815 2.674 -0.07
C -0.882 -0.670 -0.743 -0.25
N -2.117 0.031 -0.395 0.00
C 1.169 -0.435 0.593 -0.06
N 2.029 -0.987 1.294 0.01
H 1.390 1.991 -0.370 0.08
H -0.385 2.090 -0.538 0.07
H 0.591 1.484 -1.880 0.08
H 2.580 -1.287 3.042 0.08
H -0.839 -1.702 -0.368 0.11
H -0.825 -0.722 -1.839 0.12
H -2.473 -0.299 0.500 0.07
H -2.829 -0.134 -1.100 0.07
```

Computed properties:
- Gap between HOMO and LUMO: 0.36766 Eh
- ΔE to the lowest compared entry with this formula, charge and spin: 3.889 eV
- HOMO level: -9.034 eV
- E: -9302.5040 eV



# 20
Formula: C4H8N2O
Source: the OMol25 dataset
Level of theory: wB97M-V/def2-TZVPD

Geometry as XYZ:
```
15
Properties=species:S:1:pos:R:3:lowdin_charge:R:1
C 0.217 -0.899 1.861 -0.04
C 0.372 -0.601 0.415 -0.31
N 0.720 -1.522 -0.657 0.01
C -0.016 -0.574 -1.575 -0.11
C -0.154 0.337 -0.376 -0.22
N -0.631 1.563 0.062 -0.06
O -1.462 2.349 -0.731 -0.04
H 1.139 -0.948 2.446 0.07
H -0.281 -1.873 1.936 0.08
H -0.443 -0.140 2.299 0.08
H 0.075 2.064 0.578 0.13
H 1.715 -1.414 -0.859 0.09
H -0.955 -1.072 -1.839 0.11
H 0.504 -0.265 -2.488 0.11
H -0.916 3.049 -1.133 0.10
```

Computed properties:
- Gap between HOMO and LUMO: 0.29701 Eh
- ΔE to the lowest compared entry with this formula, charge and spin: 5.007 eV
- HOMO level: -7.402 eV
- E: -9301.3864 eV